ORCA calculation (ωB97M-V/def2-TZVPD) on a structure of composition C3H7N3O.

```
14
C3H7N3O, DFT ωB97M-V/def2-TZVPD
C 1.07 -1.21 0.33
C 2.21 -0.68 -0.22
C -2.16 0.60 0.15
N 1.18 1.18 0.33
N 0.03 -0.27 0.54
N -1.12 -0.40 -0.20
O 2.25 0.66 -0.46
H 1.06 -2.29 0.54
H 3.07 -1.31 -0.21
H -1.62 1.46 0.34
H -2.86 0.62 -0.70
H -2.66 0.33 1.04
H 0.62 1.82 -0.28
H -1.08 -0.51 -1.19
```

For the energy above the lowest of the compared OMol25 structures with the same formula, charge and spin, the calculation gives 637.1 kJ/mol. The calculation puts the gap between HOMO and LUMO at 0.335 Eh. Its HOMO energy is -8.2 eV. The molar mass is 101.11 g/mol.

---

ORCA calculation (ωB97M-V/def2-TZVPD) on a structure of composition C17H15BiN3O2Se2Te2.

```
42
C17H15BiN3O2Se2Te2, DFT ωB97M-V/def2-TZVPD
Bi 1.50 0.46 -0.52
O 0.87 2.70 -0.04
C 0.06 3.13 0.83
C -0.52 4.44 0.71
C -1.44 4.92 1.61
C -1.99 4.10 2.62
C -1.37 2.91 2.76
C -0.36 2.40 1.96
C 0.16 1.09 2.42
N 1.02 0.36 1.80
C 1.60 -0.90 2.45
C 1.33 -2.12 1.48
N 0.68 -1.71 0.31
C -0.15 -2.43 -0.33
C -1.11 -1.91 -1.30
C -1.90 -2.86 -2.02
C -3.05 -2.51 -2.74
C -3.30 -1.15 -2.82
C -2.52 -0.23 -2.23
C -1.37 -0.50 -1.48
O -0.69 0.41 -0.95
H -0.23 5.04 -0.16
H -1.77 6.00 1.28
H -2.74 4.45 3.36
H -1.71 2.31 3.59
H -0.12 0.83 3.45
H 1.01 -0.93 3.35
H 2.65 -0.76 2.72
H 0.65 -2.73 2.08
H 2.30 -2.56 1.30
H -0.36 -3.48 -0.02
H -1.66 -3.86 -1.90
H -3.71 -3.26 -3.23
H -4.16 -0.66 -3.39
H -2.90 0.76 -2.30
Se 1.84 0.25 -3.69
Te 4.35 0.15 -3.81
Te 5.08 0.71 -1.23
Se 3.85 -1.10 0.02
N 3.42 -3.88 -2.04
C 2.84 -4.87 -2.02
H 3.92 -3.03 -1.87
```

For the energy above the lowest of the compared OMol25 structures with the same formula, charge and spin, the calculation gives 99.0 kJ/mol. The calculation puts the gap between HOMO and LUMO at 0.232 Eh. The charge is -1. Its HOMO energy is -4.0 eV. The molar mass is 915.43 g/mol.

---

ORCA calculation (ωB97M-V/def2-TZVPD) on a structure of composition C28H44BrEuN3P2S.

```
80
C28H44BrEuN3P2S, DFT ωB97M-V/def2-TZVPD
C 2.01 2.45 -6.88
C 1.79 2.83 -5.54
C 1.06 4.01 -5.31
C 0.47 4.69 -6.39
N 0.63 4.28 -7.64
C 1.37 3.20 -7.90
C 2.03 1.97 -4.37
C 1.29 1.32 -3.58
C 0.40 0.64 -2.68
C -0.14 -0.62 -2.97
C -0.79 -1.34 -1.99
C -1.01 -0.79 -0.73
C -0.60 0.53 -0.46
C 0.16 1.23 -1.41
Eu 2.88 0.69 -1.88
P -1.97 -1.68 0.51
H 0.79 4.34 -4.31
H 2.54 1.55 -7.18
H -0.16 5.57 -6.24
H 1.44 2.92 -8.96
H 0.56 2.23 -1.21
H -0.01 -1.02 -3.98
H -0.89 1.02 0.47
H -1.15 -2.34 -2.23
C -0.96 -2.20 1.88
C -1.71 -2.51 3.17
H -0.20 -1.42 2.03
H -0.43 -3.08 1.52
H -1.05 -3.10 3.82
H -1.94 -1.58 3.71
H -2.64 -3.06 3.00
C -3.31 -0.56 0.85
C -4.01 -0.07 -0.42
H -2.90 0.28 1.44
H -3.98 -1.14 1.49
H -4.74 0.70 -0.15
H -3.31 0.38 -1.14
H -4.55 -0.88 -0.94
C -2.51 -3.17 -0.31
C -3.53 -3.96 0.49
H -1.61 -3.78 -0.49
H -2.92 -2.88 -1.29
H -3.87 -4.81 -0.12
H -3.08 -4.38 1.40
H -4.41 -3.37 0.77
Br 1.83 -0.51 0.73
P 0.47 3.07 3.00
C -1.08 2.06 2.91
C -1.98 2.30 4.12
H -0.78 1.00 2.85
H -1.60 2.35 1.99
H -2.96 1.84 3.96
H -1.56 1.87 5.04
H -2.15 3.37 4.30
C 1.73 1.81 3.41
C 2.82 2.42 4.29
H 2.12 1.37 2.47
H 1.23 1.00 3.96
H 3.53 1.66 4.63
H 3.39 3.19 3.75
H 2.38 2.89 5.17
C 0.71 3.61 1.26
C 0.16 5.04 1.06
H 0.20 2.91 0.59
H 1.79 3.58 1.05
H 0.51 5.45 0.10
H -0.93 5.05 1.05
H 0.50 5.72 1.86
S 2.37 -2.71 -1.59
C 2.68 -3.81 -0.33
N 1.95 -4.93 -0.02
C 2.42 -5.65 1.17
C 3.65 -4.84 1.59
N 3.67 -3.77 0.62
H 1.08 -5.13 -0.50
H 2.72 -6.67 0.90
H 1.64 -5.71 1.94
H 4.58 -5.43 1.50
H 3.57 -4.50 2.63
H 4.31 -2.98 0.69
```

The calculation puts the gap between HOMO and LUMO (spin up / spin down) at 0.177 / 0.178 Eh. The charge is +2. Its HOMO energy (spin up / spin down) is -12.0 / -12.0 eV. The molar mass is 748.56 g/mol. As for the spin multiplicity: 8.